1.
The following is a quantum chemistry calculation of 10 unconnected molecules or ions with the total composition C27H54NO30, from the OMol25 dataset.

Its HOMO-LUMO gap is 7.28 eV. Its charge is -1. Its HOMO energy is -4.98 eV. The LUMO energy is 2.30 eV. The value obtained for the energy above the lowest of the compared OMol25 structures with the same formula, charge and spin is 84.3 kcal per mole. The value obtained for the total energy is -3372.976539 hartree.

Last column: Löwdin charge in e.
Cartesian coordinates (Å):
1 N 0.16 -0.08 0.10  -0.5933
2 O -0.18 1.09 0.39  -0.0378
3 O -0.35 -0.89 -0.70  -0.0699
4 O 1.28 -0.40 0.57  -0.0687
5 C 1.28 -3.41 2.10  -0.0602
6 O 2.31 -3.28 3.00  -0.0330
7 C 2.49 -2.19 3.75  -0.6128
8 O 1.95 -1.13 3.68  0.1807
9 O 3.44 -2.38 4.67  -0.0080
10 C 4.38 -3.47 4.57  -0.0407
11 H 0.33 -3.03 2.49  0.1126
12 H 1.26 -4.40 1.67  0.0904
13 H 1.58 -2.75 1.28  0.0737
14 H 4.57 -3.71 3.52  0.0925
15 H 3.90 -4.41 4.84  0.0811
16 H 5.24 -3.31 5.21  0.0901
17 C 0.53 6.82 2.22  -0.0883
18 O 0.13 6.51 0.93  -0.0090
19 C 0.22 5.22 0.47  -0.5662
20 O 0.44 4.24 1.08  0.1877
21 O -0.07 5.25 -0.84  0.0080
22 C -0.27 4.08 -1.48  -0.0892
23 H 0.38 7.86 2.51  0.0872
24 H 1.60 6.63 2.33  0.0821
25 H 0.07 6.31 3.07  0.0893
26 H 0.51 3.89 -2.22  0.0876
27 H -1.15 4.22 -2.10  0.0981
28 H -0.25 3.18 -0.86  0.0814
29 C 4.83 -0.70 0.56  -0.0453
30 O 5.52 -0.91 1.78  -0.0302
31 C 5.27 -0.05 2.82  -0.4862
32 O 4.37 0.80 2.84  0.1271
33 O 6.21 -0.38 3.79  -0.0445
34 C 6.22 0.13 5.09  -0.0761
35 H 3.85 -1.17 0.71  0.0817
36 H 5.32 -1.24 -0.25  0.0891
37 H 4.70 0.32 0.21  0.0863
38 H 6.32 -0.67 5.82  0.0802
39 H 5.25 0.52 5.40  0.1011
40 H 7.07 0.81 5.13  0.0930
41 C -2.66 -1.22 -3.26  -0.0495
42 O -3.93 -0.67 -3.53  0.0001
43 C -4.33 -0.32 -4.76  -0.5668
44 O -3.67 -0.43 -5.80  0.0892
45 O -5.57 0.13 -4.65  -0.0029
46 C -6.24 0.66 -5.79  -0.0408
47 H -1.85 -0.59 -3.63  0.0966
48 H -2.44 -2.10 -3.87  0.0934
49 H -2.46 -1.41 -2.21  0.0797
50 H -5.98 -0.05 -6.58  0.0896
51 H -5.93 1.68 -6.03  0.0989
52 H -7.32 0.62 -5.75  0.0885
53 C -3.08 1.38 -1.06  -0.0619
54 O -4.42 1.74 -1.38  -0.0304
55 C -5.49 1.13 -0.74  -0.4937
56 O -5.36 0.24 0.15  0.0535
57 O -6.63 1.45 -1.35  -0.0166
58 C -7.90 0.92 -0.87  -0.0207
59 H -2.53 1.58 -1.97  0.0972
60 H -2.88 0.38 -0.69  0.0837
61 H -2.79 2.06 -0.26  0.0746
62 H -8.19 0.01 -1.40  0.0928
63 H -8.59 1.76 -0.97  0.0896
64 H -7.81 0.62 0.17  0.0850
65 C -3.63 5.37 4.40  -0.0321
66 O -2.35 4.87 3.92  -0.0079
67 C -2.13 3.63 3.52  -0.5688
68 O -0.96 3.22 3.41  0.1172
69 O -3.26 2.94 3.30  -0.0185
70 C -3.33 1.70 2.60  -0.0244
71 H -4.43 5.38 3.67  0.0850
72 H -3.67 6.42 4.70  0.0834
73 H -3.90 4.74 5.25  0.0925
74 H -3.06 0.87 3.25  0.0956
75 H -2.65 1.54 1.76  0.0786
76 H -4.38 1.49 2.41  0.0853
77 C -4.44 -6.49 0.77  -0.0706
78 O -3.79 -5.40 0.18  0.0073
79 C -2.70 -5.68 -0.54  -0.5349
80 O -2.33 -6.76 -1.00  0.1020
81 O -2.17 -4.46 -0.91  -0.0296
82 C -0.82 -4.40 -1.39  -0.0492
83 H -3.78 -7.03 1.44  0.1017
84 H -4.95 -7.11 0.04  0.0975
85 H -5.25 -6.10 1.39  0.0922
86 H -0.21 -4.80 -0.59  0.0898
87 H -0.53 -3.37 -1.61  0.0692
88 H -0.71 -4.94 -2.34  0.0971
89 C 5.82 -5.22 -4.67  -0.0419
90 O 5.26 -4.37 -3.66  -0.0121
91 C 3.92 -4.29 -3.47  -0.4945
92 O 3.09 -5.07 -3.98  0.0770
93 O 3.65 -3.20 -2.67  -0.0103
94 C 2.39 -2.94 -2.16  -0.0688
95 H 6.55 -4.74 -5.32  0.0905
96 H 5.04 -5.62 -5.32  0.0842
97 H 6.23 -6.12 -4.21  0.0909
98 H 2.41 -2.24 -1.32  0.0856
99 H 1.80 -3.80 -1.83  0.0759
100 H 1.73 -2.56 -2.94  0.1002
101 C 3.90 5.36 0.39  -0.0407
102 O 3.81 4.55 -0.79  -0.0270
103 C 3.26 3.28 -0.70  -0.5420
104 O 2.92 2.66 0.32  0.1369
105 O 3.00 2.94 -1.94  -0.0081
106 C 2.64 1.62 -2.25  -0.0455
107 H 2.95 5.53 0.89  0.0672
108 H 4.12 6.34 -0.04  0.0876
109 H 4.70 5.16 1.11  0.0945
110 H 2.75 1.34 -3.30  0.0931
111 H 1.60 1.48 -1.93  0.0921
112 H 3.21 0.84 -1.75  0.0864

=====

2.
The following is a quantum chemistry calculation of a molecular structure, C8H12N2OS, from the OMol25 dataset.

Its HOMO-LUMO gap is 8.64 eV. Its charge is 0. Its HOMO energy is -8.14 eV. The LUMO energy is 0.50 eV. The value obtained for the energy above the lowest of the compared OMol25 structures with the same formula, charge and spin is 168.9 kcal per mole. The value obtained for the total energy is -894.736847 hartree.

Last column: Löwdin charge in e.
Cartesian coordinates (Å):
1 C -1.62 3.68 -1.14  -0.0841
2 C -1.37 2.15 -1.32  -0.5038
3 C -1.65 1.25 -2.24  -0.3619
4 C -0.58 0.30 -0.32  -0.5542
5 C -0.02 -2.08 -0.03  -0.2292
6 C 0.73 -2.82 1.11  -0.2433
7 C 2.30 -1.08 1.52  -0.1969
8 C 1.08 -0.20 1.54  -0.1360
9 H -2.98 3.98 -1.52  0.1671
10 H -0.82 4.38 -1.73  0.0982
11 H -1.67 3.73 0.06  0.0867
12 H -1.99 1.34 -3.50  0.1435
13 H -1.20 -2.44 -0.05  0.1483
14 H 0.42 -2.50 -1.04  0.1174
15 H 0.15 -2.87 2.01  0.1069
16 H 0.83 -3.80 0.36  0.1700
17 H 2.87 -0.70 0.74  0.0862
18 H 2.95 -0.93 2.41  0.1282
19 H 0.40 -0.21 2.46  0.1348
20 H 1.66 0.92 1.30  0.1987
21 N -0.69 1.54 -0.28  0.0597
22 N 0.34 -0.58 0.28  -0.1186
23 O 2.09 -2.52 1.26  -0.1314
24 S -1.22 -0.53 -1.88  0.9136

=====

3.
The following is a quantum chemistry calculation of a molecular structure, C49H42BN7PTc, from the OMol25 dataset.

Its HOMO-LUMO gap (spin up / spin down) is 6.09 / 4.84 eV. Its charge is +3. Its HOMO energy (spin up / spin down) is -15.65 / -15.64 eV. The LUMO energy (spin up / spin down) is -9.56 / -10.80 eV. The value obtained for the energy above the lowest of the compared OMol25 structures with the same formula, charge and spin is 11.3 kcal per mole. The spin multiplicity is 4. The value obtained for the total energy is -2721.849882 hartree.

Last column: Löwdin charge in e.
Cartesian coordinates (Å):
1 Tc 0.15 -0.79 -0.47  1.7093
2 C 1.85 -0.64 4.75  0.0378
3 N 1.60 -1.10 3.38  -0.0082
4 C 0.89 -0.45 2.44  -0.3932
5 N 0.86 -1.21 1.35  -0.0675
6 C 1.53 -2.39 1.60  -0.1314
7 C 2.03 -2.32 2.87  -0.0671
8 C 2.83 -3.30 3.61  -0.1922
9 C 2.37 -4.61 3.72  -0.0201
10 C 3.14 -5.55 4.39  -0.0411
11 C 4.35 -5.19 4.95  -0.0348
12 C 4.82 -3.89 4.83  -0.0400
13 C 4.06 -2.94 4.17  -0.0294
14 C 1.49 -3.32 0.48  -0.1738
15 C 0.27 -3.27 -0.27  -0.1717
16 C 0.22 -3.94 -1.52  -0.0400
17 C 1.34 -4.58 -2.00  -0.0147
18 C 2.50 -4.64 -1.23  0.0154
19 C 2.58 -4.02 0.01  0.0231
20 P -0.02 1.13 2.52  1.2236
21 C 0.66 1.79 0.96  -0.3955
22 N 0.59 1.15 -0.21  -0.0661
23 C 1.02 1.99 -1.22  -0.1147
24 C 1.39 3.17 -0.63  -0.0724
25 N 1.15 3.02 0.73  -0.0164
26 C 1.40 4.06 1.74  0.0366
27 C 1.95 4.42 -1.19  -0.2127
28 C 3.28 4.46 -1.58  -0.0358
29 C 3.81 5.64 -2.10  -0.0422
30 C 3.01 6.76 -2.23  -0.0377
31 C 1.67 6.72 -1.84  -0.0430
32 C 1.14 5.55 -1.32  -0.0238
33 C 0.85 1.55 -2.61  -0.1616
34 C -0.06 0.53 -2.89  -0.1030
35 C -0.28 0.05 -4.17  -0.0364
36 C 0.42 0.63 -5.22  -0.0217
37 C 1.33 1.65 -4.97  -0.0099
38 C 1.55 2.11 -3.68  0.0232
39 C -1.54 0.48 1.73  -0.4095
40 N -1.59 -0.19 0.57  -0.0364
41 C -2.90 -0.17 0.13  -0.1440
42 C -3.65 0.49 1.06  -0.0897
43 N -2.78 0.88 2.05  -0.0254
44 C -3.17 1.62 3.26  0.0243
45 C -5.10 0.76 1.08  -0.2026
46 C -5.99 -0.30 1.00  -0.0148
47 C -7.36 -0.05 0.98  -0.0405
48 C -7.83 1.26 1.03  -0.0384
49 C -6.94 2.32 1.11  -0.0449
50 C -5.57 2.08 1.13  -0.0380
51 C -3.25 -0.63 -1.22  -0.1905
52 C -2.74 -1.84 -1.70  -0.0751
53 C -2.99 -2.24 -3.01  -0.0674
54 C -3.77 -1.45 -3.83  -0.0486
55 C -4.30 -0.26 -3.35  -0.0209
56 C -4.05 0.15 -2.05  0.0056
57 H 1.04 0.03 5.05  0.0858
58 H 2.80 -0.11 4.79  0.1109
59 H 1.88 -1.50 5.40  0.1151
60 H 1.41 -4.89 3.30  0.1233
61 H 2.78 -6.57 4.49  0.1209
62 H 4.95 -5.93 5.47  0.1237
63 H 5.77 -3.61 5.26  0.1219
64 H 4.44 -1.93 4.06  0.1200
65 H -0.65 -3.10 0.28  0.1148
66 H -0.70 -3.99 -2.07  0.1037
67 H 1.31 -5.08 -2.96  0.1317
68 H 3.37 -5.17 -1.61  0.1378
69 H 3.50 -4.04 0.58  0.1432
70 H 2.24 4.66 1.40  0.1116
71 H 1.64 3.59 2.69  0.0876
72 H 0.53 4.69 1.84  0.1127
73 H 3.91 3.58 -1.48  0.1265
74 H 4.85 5.67 -2.40  0.1209
75 H 3.42 7.68 -2.63  0.1226
76 H 1.05 7.59 -1.94  0.1200
77 H 0.10 5.51 -1.03  0.1226
78 H -0.73 0.09 -2.13  0.0520
79 H -0.99 -0.74 -4.34  0.1039
80 H 0.25 0.29 -6.24  0.1265
81 H 1.88 2.10 -5.79  0.1294
82 H 2.27 2.89 -3.50  0.1175
83 H -4.18 1.32 3.53  0.1135
84 H -3.15 2.69 3.08  0.1076
85 H -2.49 1.37 4.07  0.0856
86 H -5.63 -1.32 0.96  0.1252
87 H -8.06 -0.88 0.92  0.1204
88 H -8.89 1.45 1.02  0.1223
89 H -7.30 3.33 1.14  0.1197
90 H -4.88 2.91 1.17  0.1181
91 H -2.27 -2.53 -1.01  0.0818
92 H -2.62 -3.19 -3.36  0.1132
93 H -3.98 -1.77 -4.84  0.1252
94 H -4.92 0.35 -3.99  0.1262
95 H -4.46 1.08 -1.69  0.1284
96 B 4.19 -1.35 -2.69  -0.3305
97 C 2.85 -1.19 -1.99  -0.1033
98 N 1.83 -1.05 -1.43  -0.0041
99 H 4.91 -0.56 -2.11  0.0561
100 H 3.98 -1.04 -3.83  0.0550
101 H 4.52 -2.50 -2.55  0.0390

=====

4.
The following is a quantum chemistry calculation of a molecular structure, C3H5HgO5, from the OMol25 dataset.

Its HOMO-LUMO gap (spin up / spin down) is 7.72 / 8.83 eV. Its charge is 0. Its HOMO energy (spin up / spin down) is -8.71 / -9.98 eV. The LUMO energy (spin up / spin down) is -0.99 / -1.15 eV. The spin multiplicity is 2. The value obtained for the total energy is -646.694546 hartree.

Last column: Löwdin charge in e.
Cartesian coordinates (Å):
1 O 0.18 1.81 0.11  -0.0578
2 C -0.49 0.94 -0.64  -0.2560
3 C -1.89 0.41 -0.07  -0.3457
4 O -2.00 -0.95 -0.20  -0.4664
5 H 1.00 1.31 0.65  0.1808
6 H 1.33 -0.05 -1.05  0.2508
7 H -0.43 0.96 -1.74  0.1120
8 H -2.68 0.93 -0.65  0.1189
9 H -1.95 0.78 0.97  0.1177
10 Hg -0.38 -1.81 -0.03  1.4121
11 O 1.44 -1.14 -0.56  -0.2270
12 C 2.04 -1.14 0.69  -0.7504
13 O 1.44 -2.01 1.38  -0.0900
14 O 2.39 -0.02 1.13  0.0009

=====

| no. | maximum force (Eh/bohr) |
| --- | --- |
| 1 | 0.0831 |
| 2 | 0.1427 |
| 3 | 0.0115 |
| 4 | 0.1552 |